Below is a structure of composition C38H51BN8O6TaTe in a non-equilibrium geometry, with properties calculated with the ωB97M-V functional and the def2-TZVPD basis.

Cartesian coordinates (Å):
Ta: 0.003 0.536 -0.595
O: 3.282 2.032 4.603
C: 2.532 1.770 3.524
C: 1.138 1.695 3.559
C: 0.490 1.409 2.383
N: 1.136 1.206 1.251
C: 2.465 1.248 1.218
C: 3.213 1.530 2.328
C: 2.989 0.841 -0.119
O: 4.140 0.877 -0.430
O: 1.986 0.397 -0.889
C: -0.975 1.198 2.209
O: -1.761 1.196 3.107
O: -1.252 0.958 0.918
H: 2.732 2.204 5.379
H: 0.567 1.838 4.468
H: 4.294 1.560 2.280
C: 1.987 -3.529 -3.444
C: 0.784 -2.622 -3.184
C: -0.412 -3.074 -4.027
C: 1.113 -1.187 -3.473
C: 1.979 -0.782 -4.489
C: 1.930 0.591 -4.486
N: 1.096 0.979 -3.529
N: 0.559 -0.098 -2.880
B: 0.683 2.413 -3.219
N: 1.422 2.943 -1.960
C: 2.636 3.497 -1.882
C: 2.740 4.142 -0.666
C: 1.493 3.954 -0.052
N: 0.711 3.191 -0.826
C: 0.966 4.683 1.163
C: -0.520 4.439 1.413
C: 1.180 6.189 0.951
N: -0.808 2.431 -2.885
C: -1.724 3.237 -3.412
C: -2.903 3.093 -2.717
C: -2.650 2.141 -1.734
N: -1.357 1.741 -1.840
C: -3.667 1.626 -0.759
C: -4.760 0.859 -1.512
C: -4.269 2.787 0.034
H: 1.741 -4.557 -3.167
H: 2.863 -3.220 -2.870
H: 2.263 -3.536 -4.501
H: 0.514 -2.703 -2.140
H: -0.133 -3.125 -5.083
H: -1.253 -2.389 -3.929
H: -0.745 -4.067 -3.714
H: 2.560 -1.412 -5.140
H: 2.426 1.319 -5.110
H: 0.900 3.112 -4.173
H: 3.340 3.417 -2.697
H: 3.585 4.701 -0.295
H: 1.555 4.389 2.039
H: -1.084 4.544 0.484
H: -0.899 5.171 2.127
H: -0.734 3.460 1.821
H: 0.644 6.521 0.059
H: 2.234 6.439 0.825
H: 0.801 6.748 1.808
H: -1.467 3.869 -4.248
H: -3.837 3.597 -2.902
H: -3.184 0.961 -0.062
H: -5.242 1.501 -2.253
H: -5.527 0.519 -0.812
H: -4.358 -0.013 -2.029
H: -4.857 3.446 -0.611
H: -3.492 3.384 0.518
H: -4.931 2.400 0.812
C: 3.706 -2.980 2.135
N: 2.777 -2.355 1.192
C: 3.142 -2.404 -0.224
C: 1.620 -1.819 1.600
C: 1.266 -1.930 3.061
O: 0.835 -1.270 0.812
H: 4.614 -3.234 1.597
H: 3.292 -3.893 2.566
H: 3.970 -2.299 2.943
H: 3.257 -3.444 -0.533
H: 4.080 -1.873 -0.387
H: 2.367 -1.934 -0.818
H: 1.259 -2.974 3.379
H: 0.274 -1.510 3.208
H: 1.989 -1.400 3.685
C: -3.048 -5.555 3.689
C: -2.601 -4.524 2.686
C: -1.552 -4.772 1.816
C: -1.179 -3.867 0.822
C: -0.038 -4.241 -0.089
C: -1.899 -2.672 0.716
Te: -1.696 -1.494 -1.023
C: -2.926 -2.361 1.624
C: -3.677 -1.058 1.594
C: -3.252 -3.300 2.595
H: -2.364 -6.402 3.721
H: -4.038 -5.933 3.428
H: -3.119 -5.129 4.691
H: -1.011 -5.711 1.892
H: 0.621 -4.957 0.408
H: 0.543 -3.370 -0.367
H: -0.402 -4.713 -1.007
H: -3.000 -0.210 1.652
H: -4.368 -0.995 2.434
H: -4.258 -0.960 0.674
H: -4.053 -3.071 3.292

Max |F| = 1.3 eV Å⁻¹
HOMO-LUMO gap = 0.2375 Eh
Net charge = +1
E_HOMO = -10.30 eV
Relative energy (zero: lowest compared OMol25 entry of this formula, charge and spin) = 0.0 kcal per mole



Below is an isolated molecule of C3H5N3O, with properties calculated with the ωB97M-V functional and the def2-TZVPD basis.

Cartesian coordinates (Å):
O: -1.496 1.004 -0.454
C: -1.929 -0.306 -0.308
C: -0.474 -0.611 -0.223
N: 0.100 0.095 -1.340
N: 1.250 0.421 -0.907
C: 1.337 0.207 0.557
N: 0.293 -0.738 0.797
H: 1.023 1.167 1.004
H: -2.476 -0.698 -1.173
H: -2.443 -0.534 0.633
H: 1.858 0.987 -1.485
H: 2.339 -0.065 0.892

Max |F| = 0.5 eV Å⁻¹
HOMO-LUMO gap (spin up / spin down) = 0.3174 / 0.3175 Eh
Net charge = 0
E_HOMO (spin up / spin down) = -8.90 / -8.90 eV
Relative energy (zero: lowest compared OMol25 entry of this formula, charge and spin) = 120.3 kcal per mole



Below is a cluster of 3 separate species, C2H8NO4 in total in a non-equilibrium geometry, with properties calculated with the ωB97M-V functional and the def2-TZVPD basis.

Cartesian coordinates (Å):
O: -0.262 -0.968 1.213
C: 0.257 -0.526 0.170
O: -0.260 0.245 -0.680
C: 1.698 -0.985 -0.105
N: 2.305 -0.478 -1.334
H: 2.307 -0.720 0.762
H: 1.672 -2.078 -0.128
H: 2.254 -1.182 -2.057
H: 1.744 0.302 -1.661
H: -1.850 1.441 1.419
H: -0.850 0.681 2.371
O: -1.380 1.477 2.247
H: -1.757 0.934 -0.534
H: -3.139 0.737 -1.232
O: -2.740 1.120 -0.450

Max |F| = 1.6 eV Å⁻¹
HOMO-LUMO gap = 0.3238 Eh
Net charge = -1
E_HOMO = -4.76 eV
Relative energy (zero: lowest compared OMol25 entry of this formula, charge and spin) = 3.1 kcal per mole



Below is a structure of composition C13H26ClGaO7P in a non-equilibrium geometry, with properties calculated with the ωB97M-V functional and the def2-TZVPD basis.

Cartesian coordinates (Å):
C: -8.048 4.700 -2.082
C: -7.023 3.701 -2.623
C: -5.578 4.208 -2.470
Ga: -4.499 3.327 -0.974
C: -5.349 1.665 -0.166
C: -5.741 0.555 -1.168
P: -2.316 2.997 -1.839
O: -2.262 1.383 -2.326
Cl: -1.032 2.951 -0.116
H: -9.035 4.241 -2.033
H: -7.735 5.033 -1.096
H: -8.114 5.552 -2.755
H: -7.233 3.580 -3.690
H: -7.198 2.725 -2.174
H: -5.052 4.159 -3.424
H: -5.629 5.272 -2.237
H: -4.325 4.419 0.209
H: -6.176 1.920 0.494
H: -4.592 1.232 0.491
H: -4.909 -0.134 -1.297
H: -6.018 0.931 -2.149
H: -6.550 -0.048 -0.752
H: -1.344 1.197 -2.582
C: 1.846 1.142 0.488
C: 2.584 -0.103 0.907
C: 2.174 -0.657 2.251
O: 3.383 -1.292 2.704
C: 4.422 -0.669 2.105
O: 5.566 -0.833 2.403
O: 3.990 0.155 1.129
H: 0.770 0.982 0.507
H: 2.091 1.977 1.145
H: 2.127 1.435 -0.523
H: 2.509 -0.870 0.131
H: 1.368 -1.383 2.188
H: 1.903 0.125 2.963
C: 6.395 -3.864 2.455
C: 7.318 -4.651 1.560
C: 6.684 -5.162 0.287
O: 7.435 -6.355 0.023
C: 7.915 -6.811 1.207
O: 8.422 -7.875 1.365
O: 7.734 -5.887 2.179
H: 5.944 -3.039 1.915
H: 5.609 -4.508 2.852
H: 6.939 -3.454 3.304
H: 8.219 -4.072 1.340
H: 6.775 -4.468 -0.545
H: 5.634 -5.431 0.421

Max |F| = 1.1 eV Å⁻¹
HOMO-LUMO gap = 0.2234 Eh
Net charge = -1
E_HOMO = -4.15 eV
Relative energy (zero: lowest compared OMol25 entry of this formula, charge and spin) = 0.0 kcal per mole



Below is a structure of composition CHO6S in a non-equilibrium geometry, with properties calculated with the ωB97M-V functional and the def2-TZVPD basis.

Cartesian coordinates (Å):
C: 1.384 0.302 0.165
O: -1.990 -1.087 -1.307
O: 2.395 0.053 0.803
O: -1.973 -1.584 1.112
O: -2.323 0.723 0.419
O: 1.624 1.113 -0.929
O: 0.226 -0.183 0.377
S: -1.877 -0.597 0.052
H: 2.534 1.260 -0.693

Max |F| = 1.6 eV Å⁻¹
HOMO-LUMO gap = 0.3453 Eh
Net charge = -1
E_HOMO = -5.86 eV
Relative energy (zero: lowest compared OMol25 entry of this formula, charge and spin) = 17.2 kcal per mole



Below is a structure of composition C20H51BLuNOSi4 in a non-equilibrium geometry, with properties calculated with the ωB97M-V functional and the def2-TZVPD basis.

Cartesian coordinates (Å):
Lu: -0.134 -0.603 0.307
C: -2.491 -2.443 -1.337
O: -2.031 -1.523 -0.263
Si: -2.818 -1.364 1.288
C: -2.379 -3.004 2.063
C: -4.685 -1.295 1.104
C: -1.736 -0.047 1.900
Si: -0.483 -0.219 3.250
C: 0.362 1.328 4.009
C: 0.926 -1.199 2.372
C: -1.099 -1.186 4.776
Si: -2.473 1.662 1.649
C: -3.470 2.296 3.119
C: -1.092 2.953 1.279
C: -3.462 1.731 -0.033
H: -1.605 -2.788 -1.853
H: -3.168 -1.878 -2.013
H: -2.990 -3.269 -0.857
H: -2.541 -3.855 1.434
H: -2.954 -3.115 3.000
H: -1.339 -2.905 2.389
H: -5.112 -2.302 1.094
H: -4.936 -0.777 0.186
H: -5.167 -0.875 1.984
H: 0.919 1.904 3.272
H: 1.057 1.024 4.770
H: -0.309 1.994 4.541
H: 1.452 -1.537 3.243
H: 1.606 -0.665 1.718
H: 0.578 -2.144 1.793
H: -1.345 -2.267 4.686
H: -1.961 -0.718 5.213
H: -0.303 -1.120 5.528
H: -4.214 3.027 2.830
H: -2.747 2.881 3.795
H: -3.920 1.480 3.705
H: -0.655 3.310 2.215
H: -1.424 3.870 0.724
H: -0.238 2.527 0.712
H: -4.527 1.436 0.110
H: -3.115 1.125 -0.855
H: -3.431 2.758 -0.416
C: 2.720 2.241 -0.396
Si: 1.743 0.932 -1.359
C: 0.932 1.919 -2.905
C: 1.410 1.488 -4.313
C: 1.071 3.448 -2.638
C: -0.615 1.751 -2.827
C: 3.175 -0.232 -2.079
C: 2.517 -1.327 -3.070
C: 4.329 0.653 -2.672
C: 3.778 -1.009 -0.856
H: 3.431 2.865 -0.958
H: 3.183 1.827 0.509
H: 1.985 2.945 0.031
H: 2.457 1.689 -4.598
H: 0.765 2.074 -5.028
H: 1.206 0.430 -4.473
H: 2.101 3.847 -2.615
H: 0.495 3.625 -1.663
H: 0.479 3.953 -3.465
H: -0.893 0.706 -2.998
H: -1.125 2.386 -3.568
H: -1.046 2.026 -1.881
H: 2.730 -1.087 -4.123
H: 1.431 -1.499 -2.933
H: 2.947 -2.309 -2.837
H: 4.169 0.765 -3.740
H: 5.316 0.112 -2.449
H: 4.467 1.625 -2.217
H: 3.030 -1.643 -0.354
H: 4.277 -0.298 -0.165
H: 4.517 -1.692 -1.328
B: 2.435 -4.754 -0.891
C: 1.321 -3.695 -0.634
N: 0.660 -2.784 -0.212
H: 2.437 -5.055 -2.085
H: 2.100 -5.732 -0.227
H: 3.520 -4.398 -0.421

Max |F| = 4.5 eV Å⁻¹
HOMO-LUMO gap = 0.2875 Eh
Net charge = 0
E_HOMO = -7.63 eV



What did the third record say?
Below is a cluster of 3 separate species, C2H8NO4 in total in a non-equilibrium geometry, with properties calculated with the ωB97M-V functional and the def2-TZVPD basis.

Cartesian coordinates (Å):
O: -0.262 -0.968 1.213
C: 0.257 -0.526 0.170
O: -0.260 0.245 -0.680
C: 1.698 -0.985 -0.105
N: 2.305 -0.478 -1.334
H: 2.307 -0.720 0.762
H: 1.672 -2.078 -0.128
H: 2.254 -1.182 -2.057
H: 1.744 0.302 -1.661
H: -1.850 1.441 1.419
H: -0.850 0.681 2.371
O: -1.380 1.477 2.247
H: -1.757 0.934 -0.534
H: -3.139 0.737 -1.232
O: -2.740 1.120 -0.450

Max |F| = 1.6 eV Å⁻¹
HOMO-LUMO gap = 0.3238 Eh
Net charge = -1
E_HOMO = -4.76 eV
Relative energy (zero: lowest compared OMol25 entry of this formula, charge and spin) = 3.1 kcal per mole



Repeat the sixth record exactly.
Below is a structure of composition C20H51BLuNOSi4 in a non-equilibrium geometry, with properties calculated with the ωB97M-V functional and the def2-TZVPD basis.

Cartesian coordinates (Å):
Lu: -0.134 -0.603 0.307
C: -2.491 -2.443 -1.337
O: -2.031 -1.523 -0.263
Si: -2.818 -1.364 1.288
C: -2.379 -3.004 2.063
C: -4.685 -1.295 1.104
C: -1.736 -0.047 1.900
Si: -0.483 -0.219 3.250
C: 0.362 1.328 4.009
C: 0.926 -1.199 2.372
C: -1.099 -1.186 4.776
Si: -2.473 1.662 1.649
C: -3.470 2.296 3.119
C: -1.092 2.953 1.279
C: -3.462 1.731 -0.033
H: -1.605 -2.788 -1.853
H: -3.168 -1.878 -2.013
H: -2.990 -3.269 -0.857
H: -2.541 -3.855 1.434
H: -2.954 -3.115 3.000
H: -1.339 -2.905 2.389
H: -5.112 -2.302 1.094
H: -4.936 -0.777 0.186
H: -5.167 -0.875 1.984
H: 0.919 1.904 3.272
H: 1.057 1.024 4.770
H: -0.309 1.994 4.541
H: 1.452 -1.537 3.243
H: 1.606 -0.665 1.718
H: 0.578 -2.144 1.793
H: -1.345 -2.267 4.686
H: -1.961 -0.718 5.213
H: -0.303 -1.120 5.528
H: -4.214 3.027 2.830
H: -2.747 2.881 3.795
H: -3.920 1.480 3.705
H: -0.655 3.310 2.215
H: -1.424 3.870 0.724
H: -0.238 2.527 0.712
H: -4.527 1.436 0.110
H: -3.115 1.125 -0.855
H: -3.431 2.758 -0.416
C: 2.720 2.241 -0.396
Si: 1.743 0.932 -1.359
C: 0.932 1.919 -2.905
C: 1.410 1.488 -4.313
C: 1.071 3.448 -2.638
C: -0.615 1.751 -2.827
C: 3.175 -0.232 -2.079
C: 2.517 -1.327 -3.070
C: 4.329 0.653 -2.672
C: 3.778 -1.009 -0.856
H: 3.431 2.865 -0.958
H: 3.183 1.827 0.509
H: 1.985 2.945 0.031
H: 2.457 1.689 -4.598
H: 0.765 2.074 -5.028
H: 1.206 0.430 -4.473
H: 2.101 3.847 -2.615
H: 0.495 3.625 -1.663
H: 0.479 3.953 -3.465
H: -0.893 0.706 -2.998
H: -1.125 2.386 -3.568
H: -1.046 2.026 -1.881
H: 2.730 -1.087 -4.123
H: 1.431 -1.499 -2.933
H: 2.947 -2.309 -2.837
H: 4.169 0.765 -3.740
H: 5.316 0.112 -2.449
H: 4.467 1.625 -2.217
H: 3.030 -1.643 -0.354
H: 4.277 -0.298 -0.165
H: 4.517 -1.692 -1.328
B: 2.435 -4.754 -0.891
C: 1.321 -3.695 -0.634
N: 0.660 -2.784 -0.212
H: 2.437 -5.055 -2.085
H: 2.100 -5.732 -0.227
H: 3.520 -4.398 -0.421

Max |F| = 4.5 eV Å⁻¹
HOMO-LUMO gap = 0.2875 Eh
Net charge = 0
E_HOMO = -7.63 eV



- Number 6 is which compound?
  C20H51BLuNOSi4